1.
13
Properties=species:S:1:pos:R:3:mulliken_charge:R:1 method="wB97M-V/def2-TZVPD" orbital_gap_ev="7.89 / 7.89"
C 0.64412 1.22185 -0.09698 -0.0029
C 1.56263 0.28813 -0.23930 -0.4481
C -0.76776 0.93171 -0.09852 0.6842
C -0.03904 -1.53302 -0.15753 0.1054
C -1.70002 1.92562 -0.02017 -1.0529
C 0.38852 -2.66255 0.37115 -0.4255
S -1.36026 -0.66354 -0.65312 -0.1737
Br 3.37281 0.00480 -0.05909 -0.0715
H 0.69862 2.35656 -0.11231 0.2025
H -2.71479 1.69942 0.14088 0.3203
H -1.35241 2.81282 0.25694 0.3660
H -0.26164 -3.55447 0.45130 0.3181
H 1.52923 -2.82732 0.21676 0.1781

***

2.
20
Properties=species:S:1:pos:R:3:mulliken_charge:R:1 method="wB97M-V/def2-TZVPD" orbital_gap_ev=8.37
C 2.24742 0.98952 -2.21949 -0.0746
C 0.84031 -0.11977 -1.18311 0.7067
C 2.32348 2.15914 -1.65255 0.4342
C 0.23490 -1.07296 -2.03428 0.3320
C 1.30241 1.76512 0.33359 -0.0607
C -0.41077 0.00496 0.90497 -0.8803
N 1.81025 2.63553 -0.53717 -0.6234
N 2.51822 0.36310 -3.38575 0.9787
N 0.50336 0.46519 -0.09520 -0.1310
O -0.67753 -0.68038 -2.72166 -0.5041
O 3.34526 0.83859 -4.07147 -0.6063
O 0.65493 -2.32758 -2.11057 -0.4857
O 1.94553 -0.70247 -3.66635 -0.6781
Cl 3.14541 3.36893 -2.58479 -0.1403
Cl 2.62511 0.88993 1.23967 -0.1970
H 0.72610 2.26395 1.08936 0.5184
H -1.30044 -0.47225 0.46136 0.3591
H -0.09878 -0.66071 1.64551 0.3568
H -0.58554 0.99560 1.42767 0.2877
H 0.52900 -2.60873 -3.05544 0.4082

***

3.
17
Properties=species:S:1:pos:R:3:mulliken_charge:R:1 method="wB97M-V/def2-TZVPD" orbital_gap_ev="5.38 / 5.40"
C -0.76518 1.73819 0.59841 -0.6778
C 0.67886 1.69787 0.83681 -0.5181
C -1.04846 0.79120 -0.34416 0.3245
C 1.18547 0.67367 0.09664 0.3083
C -0.38251 -3.65625 -0.80842 -0.5636
C -0.96089 -3.38575 0.29951 0.5425
N 0.08341 0.08364 -0.66640 0.1066
O -2.15757 0.58334 -1.04061 -0.5104
O 2.43878 0.39284 -0.36073 -0.5028
S 0.18883 -1.04267 -1.87218 -0.0288
Cl -1.24711 -4.70644 1.50381 -0.1940
Cl -1.85264 -1.96388 0.75153 -0.0907
H -1.31842 2.58174 1.06228 0.3556
H 1.26105 2.45616 1.23739 0.4304
H 0.39392 -4.35711 -1.27672 0.3164
H -2.04674 -0.32571 -1.28627 0.3509
H 3.22232 0.67275 0.13714 0.3510

***

4.
15
Properties=species:S:1:pos:R:3:mulliken_charge:R:1 method="wB97M-V/def2-TZVPD" total_charge=-1 orbital_gap_ev=6.29
C 0.99781 -1.29413 0.87014 -0.5706
C 0.18064 -2.24655 0.41836 0.6469
C 1.46682 -0.08312 0.26099 0.4508
C 0.59978 0.58493 -0.77101 -0.5096
C -0.55263 1.34761 -0.19516 -0.7830
C -1.59542 0.25979 0.12923 -0.2073
O -0.60182 -3.07274 0.14548 -0.3644
O 2.56280 0.29204 0.64255 -0.6389
Cl -2.47131 -0.12181 -1.48224 -0.3296
Cl -2.83227 0.98471 1.19654 -0.3042
H 1.75133 -1.65630 1.58100 0.3204
H 1.29171 1.13908 -1.44806 0.2508
H 0.35844 -0.35726 -1.35289 0.2888
H -0.29781 1.98558 0.74080 0.3048
H -0.85808 2.23814 -0.73573 0.4449

***

5.
15
Properties=species:S:1:pos:R:3:mulliken_charge:R:1 method="wB97M-V/def2-TZVPD" orbital_gap_ev="7.66 / 7.66" smiles="O=NC1=C(I)CCC(Cl)=C1"
C 0.52236 -1.32032 0.12237 -0.3184
C -0.85496 -0.95399 -0.04328 0.5498
C 1.43871 -0.37843 0.08519 0.2634
C -1.23943 0.33932 0.10733 -0.2352
C 1.14075 1.00929 -0.38723 -0.9756
C -0.21991 1.39810 0.30414 -0.5995
N -1.86898 -1.80619 -0.06437 0.0023
O -1.73518 -3.02067 0.01333 -0.4496
Cl 3.12869 -0.71167 0.08609 -0.2034
I -3.22278 0.96954 0.05004 0.1544
H 0.53411 -2.41642 0.29944 0.4345
H 1.95204 1.73838 -0.18000 0.3508
H 0.90426 1.11894 -1.38425 0.3563
H -0.41707 2.28610 -0.33220 0.3488
H -0.06259 1.74803 1.32339 0.3216

***

6.
15
Properties=species:S:1:pos:R:3:mulliken_charge:R:1 method="wB97M-V/def2-TZVPD" orbital_gap_ev=10.10 smiles="NC(=O)c1cnccc1F"
F -1.65851 -1.37574 0.46749 -0.2872
C -0.67337 -0.52221 0.76364 0.6802
C -0.07541 -0.64106 2.00887 -0.3976
C 1.12944 0.02497 2.20350 -0.2855
N 1.68415 0.81340 1.27876 -0.5821
C 1.08747 0.90289 0.09479 -0.3027
C -0.16617 0.34824 -0.20552 0.2948
C -0.75221 0.56128 -1.57091 0.3225
N -0.83544 -0.46055 -2.43436 -0.4662
H -0.49761 -1.30127 2.76515 0.3851
H 1.71701 -0.17083 3.10348 0.3414
H 1.67269 1.31218 -0.73161 0.3882
O -0.55902 1.63710 -2.18449 -0.6506
H -1.43782 -1.22481 -2.15917 0.2392
H -0.63520 0.09642 -3.39963 0.3205

***

7.
14
Properties=species:S:1:pos:R:3:mulliken_charge:R:1 method="wB97M-V/def2-TZVPD" orbital_gap_ev=8.10
C 1.10060 0.83726 0.08493 -0.2411
C 0.92450 0.07627 -1.13562 -0.3272
C 0.06402 1.23393 0.90927 -0.3221
C 0.87437 -1.26396 -1.05766 -0.3386
C -1.32194 0.84770 0.74316 -0.1763
C 1.00537 -1.98196 0.20391 0.1932
N 1.12004 -2.64994 1.12788 -0.4025
F -3.52443 0.00220 -0.06729 -0.2820
P -1.97871 -0.09838 -0.47503 0.1171
H 2.10362 1.25904 0.43435 0.2572
H 0.89363 0.73371 -2.06243 0.3269
H 0.10829 1.78199 1.75489 0.4369
H 0.82732 -1.97425 -1.83178 0.4325
H -2.19669 1.19638 1.37140 0.3260

***

8.
12
Properties=species:S:1:pos:R:3:mulliken_charge:R:1 method="wB97M-V/def2-TZVPD" orbital_gap_ev=9.01
C 0.32238 0.74158 1.08162 -0.2710
C 1.33749 0.98914 1.98202 -0.5099
C 0.39525 -0.50988 0.42114 0.7175
C 2.21719 -0.00606 2.10198 0.4945
C 1.26985 -1.49924 0.68013 -0.4127
C -0.79148 -1.07241 -0.40170 -1.2709
N 2.82536 -1.03640 2.07548 -0.3814
H -0.20605 1.64404 0.80598 0.3336
H 1.35132 2.10871 2.26847 0.2609
H -0.45214 -1.28491 -1.45486 0.3061
H -1.20702 -1.98552 -0.10723 0.3472
H -1.52543 -0.35145 -0.53022 0.3861

***

9.
12
Properties=species:S:1:pos:R:3:mulliken_charge:R:1 method="wB97M-V/def2-TZVPD" orbital_gap_ev=9.41
C -1.01101 -2.02650 -0.42439 0.2976
C -0.65015 -0.90103 -0.21178 -0.9144
C -0.53341 -0.01727 2.21667 -0.4077
N 0.09686 0.75748 1.33136 -0.1713
C -0.27397 0.51855 -0.08127 0.4525
C 0.86474 0.76822 -0.96989 -1.1331
C 1.80263 0.92733 -1.70221 0.3537
H -1.31708 -3.01744 -0.66529 0.4410
H -1.56602 -0.10605 1.78679 0.1896
H 1.09529 0.89126 1.45488 0.2636
H -1.13636 1.12778 -0.37406 0.2070
H 2.62846 1.07768 -2.36081 0.4214

***

10.
12
Properties=species:S:1:pos:R:3:mulliken_charge:R:1 method="wB97M-V/def2-TZVPD" orbital_gap_ev=7.66
C 1.93096 1.58167 -0.03543 -0.6086
C 1.77666 0.19600 0.35332 -0.3836
C 0.62464 -0.47225 0.03473 0.3710
N -0.05126 -1.61052 0.34618 -0.4725
C -0.61121 -0.71942 -0.70873 -0.1970
C -1.74279 0.13433 -0.46724 -0.5926
C -2.67390 0.86713 -0.26830 0.3896
H 2.94334 1.84138 0.37571 0.1647
H 2.47210 -0.43144 0.92366 0.3089
H -0.51040 -1.66114 1.25398 0.3088
H -0.53483 -1.18341 -1.69133 0.3083
H -3.49888 1.51758 -0.09380 0.4029

***

11.
12
Properties=species:S:1:pos:R:3:mulliken_charge:R:1 method="wB97M-V/def2-TZVPD" orbital_gap_ev=9.76 smiles="N#CC1=CCC=C1"
C -1.76839 -0.11030 -0.04469 0.0823
C -0.39230 -0.17752 -0.01570 0.5023
C 0.45648 -1.18580 0.04679 -0.5537
C 1.87111 -0.54515 0.01987 -0.4594
C 1.71517 0.82732 -0.06035 -0.5947
C 0.35816 1.14636 0.03390 -0.4011
H 0.01386 -2.20726 -0.05820 0.3459
H 2.26323 -1.10590 -0.77088 0.2747
H 2.49860 -0.84869 0.84838 0.3300
H 2.40070 1.54222 -0.18338 0.5443
H -0.01282 2.13637 0.20166 0.4277
N -2.94356 0.10768 0.01192 -0.4983

***

12.
12
Properties=species:S:1:pos:R:3:mulliken_charge:R:1 method="wB97M-V/def2-TZVPD" orbital_gap_ev="7.19 / 7.44"
C 1.82806 -1.14175 -1.69921 0.4043
C 0.84516 -0.49527 -1.41780 -0.3652
C -0.32365 0.23909 -1.08028 -0.7146
N -1.38279 -0.31822 -0.43601 -0.1541
C -1.31960 0.50104 0.67331 -0.9132
C -0.20520 0.56132 1.55153 -0.2804
C 0.70819 0.65651 2.33908 0.3578
H 2.68411 -1.71678 -1.98000 0.3971
H -0.44861 1.23960 -1.46548 0.2963
H -1.67998 -1.28390 -0.49759 0.2660
H -2.22192 1.03097 0.98136 0.3125
H 1.51622 0.72740 3.03108 0.3935

***

13.
12
Properties=species:S:1:pos:R:3:mulliken_charge:R:1 method="wB97M-V/def2-TZVPD" orbital_gap_ev=10.51 smiles=C#C[C@@H]1N[C@@H]1C#C
C 1.70899 1.68595 -0.40103 -0.0245
C 1.10128 0.66191 -0.52258 -0.5093
C 0.62338 -0.67487 -0.68458 -0.0701
N 0.47128 -1.52266 0.49438 -0.5893
C -0.72728 -1.02647 -0.18568 -0.2553
C -1.50027 0.04264 0.40748 -0.7549
C -2.14898 0.92151 0.91203 0.4802
H 2.69980 2.05907 -0.35988 0.3262
H 1.06965 -1.17015 -1.54120 0.3333
H 0.66468 -0.98142 1.33755 0.3121
H -1.27248 -1.76377 -0.76809 0.3469
H -2.74259 1.68467 1.36478 0.4047

***

14.
16
Properties=species:S:1:pos:R:3:mulliken_charge:R:1 method="wB97M-V/def2-TZVPD" orbital_gap_ev=8.44
C 0.49326 -2.29521 0.09433 0.2175
C -0.25733 -1.10373 0.16807 0.5971
C 2.48028 -0.72665 0.34058 -0.2979
C 2.05764 1.50311 -0.21874 -0.3523
C 3.39846 1.53130 -0.26135 -0.3084
C -1.74450 -1.26074 0.25618 -1.2111
N 0.24222 0.07410 0.15960 -1.0445
N 0.71526 -3.42461 -0.09409 0.6146
N 1.58788 0.24757 0.10259 0.7714
O 1.11881 -4.52443 -0.26020 -0.6784
S 4.02632 -0.04300 0.14215 -0.0599
H 1.35300 2.28849 -0.40924 0.3862
H 4.06047 2.33818 -0.49182 0.4098
H -2.24048 -0.38392 -0.14820 0.3480
H -2.05667 -2.15735 -0.28076 0.3393
H -2.03597 -1.37835 1.29804 0.2686

***

15.
18
Properties=species:S:1:pos:R:3:mulliken_charge:R:1 method="wB97M-V/def2-TZVPD" total_charge=+1 orbital_gap_ev=7.94
C 2.07057 -1.01561 0.07892 -0.0565
C -2.51306 0.93375 -0.39434 -0.1545
C 0.81776 -1.49228 0.21435 -0.0785
C -0.62333 0.14357 0.31609 0.1286
C 3.23404 1.14735 -0.08820 0.4963
C -0.56453 1.51372 0.46510 -0.3742
N 2.43870 0.26280 0.10453 -0.1916
N -1.84231 -0.16222 -0.28849 0.1574
N -1.84567 1.99590 0.11714 0.0078
N 0.04743 -2.67964 0.13913 0.9498
O 0.63213 -3.75978 0.04282 -0.4979
O -1.19831 -2.57861 0.08881 -0.6489
S 4.18463 2.38366 -0.12714 -0.2355
H 2.87040 -1.70602 -0.29630 0.4040
H -3.49420 0.92659 -0.89934 0.3791
H 0.05107 2.27426 0.92382 0.4103
H -2.06617 -1.08476 -0.56899 0.1552
H -2.19913 2.89731 0.17210 0.1491

***

16.
13
Properties=species:S:1:pos:R:3:mulliken_charge:R:1 method="wB97M-V/def2-TZVPD" orbital_gap_ev=8.21 smiles="N#CC1=COCC=C1"
C -1.98313 -0.28847 0.04551 -0.1400
C -0.65120 -0.06145 0.05075 0.6914
C 0.12295 -1.23742 -0.20185 -0.1482
C 2.20914 0.10297 0.19206 -0.3095
C 1.21063 1.29310 -0.06605 -0.4347
C -0.08122 1.24292 -0.06902 -0.2841
H -0.59354 -2.25035 0.04696 0.2836
H 2.84210 -0.06324 -0.65794 0.2541
H 2.68726 0.05890 1.12590 0.2922
H 1.53175 2.26547 0.01428 0.4129
H -0.65244 2.15282 -0.49731 0.2762
N -3.20296 0.12143 0.09394 -0.5377
O 1.45532 -1.16545 -0.04972 -0.3561

***

17.
13
Properties=species:S:1:pos:R:3:mulliken_charge:R:1 method="wB97M-V/def2-TZVPD" orbital_gap_ev=10.32
C -0.87668 0.58202 -1.68630 -0.1989
C -0.27802 -0.77075 -0.28772 0.6259
C 0.02691 -1.38848 0.84822 -0.3156
C 0.58579 -0.57477 1.77971 -0.4064
C 0.76002 1.32287 0.40069 -0.5087
C 0.00503 0.51819 -0.44512 0.4240
H -1.72021 1.13001 -1.52648 0.2493
H -0.42960 0.43400 -2.72237 0.1944
H -0.23374 -2.57745 0.69425 0.2296
H 1.09805 -0.94892 2.61410 0.3883
H 0.97463 2.45370 0.34217 0.3151
N 1.15844 0.70927 1.48646 -0.5391
O -1.07063 -0.88970 -1.49762 -0.4578